1.
A molecular structure, C25H31CaN6S2. Source: OMol25; level of theory: wB97M-V/def2-TZVPD.

```
65
Properties=species:S:1:pos:R:3:lowdin_charge:R:1
Ca -0.9053 0.3433 0.2065 1.221
C -3.0725 -0.1267 -1.2450 -0.326
C -2.7203 -1.3446 -0.6094 -0.321
C -3.0131 -1.2148 0.7767 -0.315
C -3.5026 0.0907 0.9973 -0.309
C -3.5318 0.7696 -0.2582 -0.303
C -4.1377 2.1191 -0.5049 -0.041
C -4.1972 0.5696 2.2407 -0.063
C -2.9986 -2.3459 1.7646 -0.047
C -2.2682 -2.6035 -1.2920 -0.053
C -3.2281 0.0666 -2.7232 -0.042
H -3.6756 2.6378 -1.3493 0.061
H -4.0422 2.7797 0.3592 0.071
H -5.2057 2.0539 -0.7343 0.089
H -4.0832 1.6422 2.4103 0.065
H -3.8458 0.0552 3.1401 0.072
H -5.2718 0.3730 2.1837 0.093
H -2.1160 -2.3963 2.4089 0.035
H -3.0640 -3.3046 1.2463 0.076
H -3.8712 -2.2926 2.4190 0.080
H -3.0872 -3.3143 -1.4398 0.088
H -1.4963 -3.1384 -0.7299 0.064
H -1.8582 -2.3965 -2.2846 0.062
H -3.1847 1.1173 -3.0146 0.061
H -4.1999 -0.3025 -3.0621 0.095
H -2.4702 -0.4652 -3.3054 0.065
C 2.0340 -2.2917 -2.4235 -0.004
C 1.1351 -1.2584 -1.8180 -0.232
N 0.8782 -1.2093 -0.5630 0.003
N 1.4537 -2.1562 0.2346 -0.007
C 1.2983 -2.1220 1.5982 -0.832
N 1.9497 -3.1069 2.2311 0.112
S 0.4063 -0.9879 2.4331 0.678
C 0.5054 -0.1815 -2.6803 -0.209
C 0.6223 -0.2096 -4.0591 0.007
C 0.1077 0.8584 -4.7939 -0.021
C -0.5078 1.8959 -4.1289 -0.024
C -0.6317 1.8113 -2.7463 -0.136
N -0.1422 0.8030 -2.0365 0.000
H 2.9826 -2.3322 -1.8809 0.099
H 2.2817 -2.0921 -3.4566 0.072
H 1.5624 -3.2777 -2.3769 0.109
H 1.9967 -2.8870 -0.1996 0.128
H 2.5208 -3.7890 1.7617 0.117
H 1.8794 -3.1560 3.2323 0.106
H 1.1017 -1.0259 -4.5717 0.108
H 0.2002 0.8624 -5.8715 0.122
H -0.9123 2.7518 -4.6495 0.122
H -1.1524 2.5845 -2.1921 0.126
N -1.5350 1.9424 3.4153 0.127
C -0.6814 2.6992 2.7044 -0.697
N -0.2628 2.3844 1.5054 -0.012
C 0.5905 3.3972 1.0323 -0.308
C 1.2727 3.3774 -0.1796 -0.032
C 2.0923 4.4427 -0.5100 -0.075
C 2.2481 5.5245 0.3569 -0.079
C 1.5948 5.5453 1.5764 -0.078
C 0.7758 4.4734 1.8992 -0.467
S -0.1291 4.2088 3.3633 1.124
H -1.9380 1.1088 3.0229 0.057
H -1.7618 2.1632 4.3673 0.111
H 1.1805 2.5375 -0.8543 0.081
H 2.6262 4.4320 -1.4508 0.106
H 2.8904 6.3485 0.0799 0.109
H 1.7265 6.3768 2.2549 0.114
```

The frontier orbital gap comes out at 0.2226 Ha. The highest occupied orbital energy is -0.3479 Eh. As for the multiplicity: 1. As for the net charge: +1.

=====

2.
A molecular structure, C68H48FGeMoN5P3S2Se. Source: OMol25; level of theory: wB97M-V/def2-TZVPD.

```
130
Properties=species:S:1:pos:R:3:lowdin_spin:R:1
Mo 0.2074 0.0866 0.1222 2.115
F 1.7341 -5.3217 3.0561 0.000
Ge 1.2850 -3.8470 2.1545 0.002
C 2.6113 -4.2608 0.6948 0.001
C 3.5117 -5.2869 0.9764 0.000
C 4.2742 -5.8637 -0.0190 -0.001
C 4.1448 -5.4255 -1.3269 0.001
C 3.2935 -4.3815 -1.6141 0.004
C 2.5394 -3.7792 -0.6024 0.019
P 1.4871 -2.3912 -1.1776 0.091
C 0.5830 -3.4650 -2.3771 0.013
C 0.5254 -3.2817 -3.7548 0.005
C -0.1204 -4.2137 -4.5502 0.000
C -0.7099 -5.3336 -3.9911 0.004
C -0.6491 -5.5245 -2.6205 0.000
C -0.0132 -4.5963 -1.8189 0.004
C 2.7764 -1.5218 -2.1567 0.002
C 4.1069 -1.5963 -1.7369 -0.001
C 5.1070 -0.9668 -2.4523 0.003
C 4.8031 -0.2610 -3.6048 0.002
C 3.4814 -0.1410 -4.0020 0.003
C 2.4701 -0.7386 -3.2678 -0.002
C 1.8717 -2.6287 3.6663 0.000
C 2.4126 -3.3248 4.7482 0.000
C 3.0522 -2.6839 5.7887 0.000
C 3.1699 -1.3058 5.7719 0.000
C 2.5944 -0.5977 4.7406 -0.001
C 1.9316 -1.2419 3.6864 -0.001
P 1.1942 -0.0231 2.5155 0.022
C 2.8161 0.7987 2.2629 0.013
C 3.7303 0.0099 1.5660 0.006
C 5.0196 0.4562 1.3564 0.002
C 5.4075 1.6967 1.8412 0.010
C 4.5082 2.4743 2.5507 0.001
C 3.2130 2.0294 2.7710 0.005
C 0.1920 0.9090 3.7457 0.006
C -0.2476 0.2740 4.9097 0.000
C -1.0787 0.9283 5.8004 0.001
C -1.4836 2.2290 5.5571 -0.001
C -1.0666 2.8659 4.4001 0.001
C -0.2516 2.2084 3.4947 0.000
C -0.6165 -4.4954 1.8185 0.001
C -0.8166 -5.7873 2.2997 0.000
C -2.0457 -6.4099 2.2384 0.000
C -3.1230 -5.7324 1.6992 0.001
C -2.9444 -4.4550 1.2106 0.002
C -1.6901 -3.8320 1.2340 0.011
P -1.7126 -2.0529 0.7401 0.050
C -2.8802 -2.0767 -0.6799 0.005
C -3.6453 -0.9557 -1.0047 0.002
C -4.5392 -0.9957 -2.0610 0.000
C -4.6602 -2.1382 -2.8342 0.002
C -3.8679 -3.2392 -2.5519 0.000
C -2.9874 -3.2114 -1.4863 0.002
C -2.7668 -1.6804 2.2034 0.001
C -4.1239 -1.3846 2.1460 0.004
C -4.8428 -1.2353 3.3190 0.000
C -4.2270 -1.3980 4.5482 0.002
C -2.8783 -1.7096 4.6066 0.000
C -2.1497 -1.8415 3.4415 0.002
H 3.6045 -5.6603 1.9831 0.000
H 4.9455 -6.6735 0.2193 0.000
H 4.7052 -5.8946 -2.1189 0.000
H 3.2022 -4.0284 -2.6327 0.001
H 1.0045 -2.4390 -4.2256 0.000
H -0.1504 -4.0740 -5.6189 0.000
H -1.1960 -6.0618 -4.6216 0.000
H -1.0892 -6.4025 -2.1742 0.000
H 0.0498 -4.7680 -0.7513 0.000
H 4.3712 -2.1564 -0.8523 0.000
H 6.1317 -1.0358 -2.1219 0.000
H 5.5920 0.1985 -4.1810 0.000
H 3.2367 0.4235 -4.8883 0.000
H 1.4394 -0.5650 -3.5521 0.000
H 2.3312 -4.3967 4.7908 0.000
H 3.4639 -3.2612 6.6008 0.000
H 3.6931 -0.7873 6.5587 0.000
H 2.6510 0.4820 4.7542 0.000
H 3.4186 -0.9666 1.1999 0.002
H 5.7223 -0.1593 0.8164 0.000
H 6.4158 2.0418 1.6739 0.000
H 4.8146 3.4290 2.9474 0.000
H 2.5317 2.6317 3.3582 0.000
H 0.0648 -0.7322 5.1413 0.000
H -1.4165 0.4239 6.6927 0.000
H -2.1150 2.7415 6.2674 0.000
H -1.3842 3.8777 4.1973 0.000
H 0.0345 2.7284 2.5907 0.000
H -0.0040 -6.3264 2.7528 0.000
H -2.1566 -7.4079 2.6313 0.000
H -4.0984 -6.1911 1.6771 0.000
H -3.8025 -3.9267 0.8189 0.000
H -3.5675 -0.0460 -0.4225 0.001
H -5.1528 -0.1343 -2.2762 0.000
H -5.3727 -2.1688 -3.6443 0.000
H -3.9468 -4.1331 -3.1511 0.000
H -2.4011 -4.0907 -1.2691 0.000
H -4.6275 -1.2681 1.1979 0.000
H -5.8939 -0.9975 3.2739 0.000
H -4.8004 -1.2942 5.4565 0.000
H -2.3987 -1.8651 5.5603 0.000
H -1.0943 -2.0971 3.4845 0.000
Se -3.0731 5.6318 -4.1475 0.001
N -3.0147 3.8870 -4.2727 -0.001
C -2.2036 3.4071 -3.3479 0.000
C -1.9016 2.0182 -3.1601 0.001
C -2.3449 1.0080 -4.0182 0.016
C -1.9458 -0.2892 -3.7644 -0.001
C -1.1740 -0.5588 -2.6401 0.019
N -0.7692 0.3756 -1.7848 0.010
C -1.0914 1.6636 -2.0581 0.009
C -0.5135 2.6606 -1.2100 0.008
N 0.2473 2.2140 -0.1828 -0.002
C 0.9399 3.1239 0.5080 0.016
C 0.7983 4.4902 0.3274 0.002
C -0.0737 4.9689 -0.6331 0.011
C -0.7112 4.0382 -1.4542 0.001
C -1.5993 4.4044 -2.5175 0.000
N -1.9417 5.6422 -2.8172 0.000
H -2.9684 1.2690 -4.8587 0.001
H -2.2356 -1.1034 -4.4085 0.000
H -0.8789 -1.5791 -2.4259 0.001
H 1.6555 2.7454 1.2274 0.002
H 1.3597 5.1634 0.9555 0.000
H -0.2635 6.0212 -0.7715 0.000
S 3.1134 1.5514 -1.1523 0.266
C 1.9622 0.6128 -0.6858 0.099
S -1.9465 0.8571 1.2851 0.080
C -2.4030 2.3671 0.7993 0.011
N -2.7916 3.3991 0.4657 0.028
```

The frontier orbital gap (alpha / beta) comes out at 0.2271 / 0.2066 Ha. The expectation value of S² is 3.79. The highest occupied orbital energy (alpha / beta) is -0.4371 / -0.4718 Eh. As for the multiplicity: 4. As for the net charge: +2.

=====

3.
A molecular structure, C20H42GaNOP3. Source: OMol25; level of theory: wB97M-V/def2-TZVPD.

```
68
Properties=species:S:1:pos:R:3:lowdin_charge:R:1
Ga -0.5197 1.4829 -1.0062 0.656
P 1.8456 -0.9256 2.1833 0.898
P 1.5896 2.7529 0.0063 0.805
P -1.1154 -2.1335 0.0725 0.948
H 1.0037 2.2575 -3.3252 0.086
C -0.0441 2.5040 -3.6138 -0.014
C -0.9974 3.1729 -2.9147 -0.077
H -0.8941 3.9555 -2.1303 0.066
C 3.2412 -1.9178 1.4939 -0.264
C 2.8515 0.1532 3.2933 -0.270
C 1.3164 -2.1088 3.5079 -0.245
C 1.3176 4.0762 -1.2174 -0.295
C 1.7521 3.6301 1.6207 -0.216
C 3.3475 2.3135 -0.3027 -0.209
C -2.4350 -2.8856 -0.9930 -0.242
C -1.7274 -2.7422 1.7114 -0.239
C 0.1779 -3.3976 -0.2747 -0.253
H -0.2471 2.3305 -4.6763 0.108
H -2.0040 3.2787 -3.3771 0.111
H 3.8632 -2.3100 2.3185 0.073
H 3.8591 -1.2772 0.8396 0.049
H 2.8703 -2.7598 0.8854 0.035
H 3.5870 -0.4522 3.8464 0.079
H 2.1876 0.6611 4.0045 0.046
H 3.3769 0.9154 2.7044 0.031
H 2.0942 -2.8733 3.6415 0.071
H 0.3836 -2.5964 3.2095 -0.002
H 1.1427 -1.5915 4.4596 0.057
H 2.0323 4.8845 -1.1001 0.082
H 0.3188 4.4718 -1.0338 0.032
H 1.3354 3.7109 -2.2441 0.017
H 2.7689 4.0238 1.7037 0.064
H 1.5603 2.9272 2.4409 0.030
H 1.0300 4.4548 1.6734 0.066
H 4.0213 3.0636 0.1353 0.077
H 3.5336 2.2400 -1.3816 0.063
H 3.5377 1.3362 0.1638 0.027
H -2.8269 -3.7418 -0.4334 0.067
H -2.0508 -3.2038 -1.9735 0.061
H -3.2229 -2.1338 -1.1391 0.046
H -2.7525 -3.1376 1.6120 0.067
H -1.7310 -1.9168 2.4424 0.014
H -1.0526 -3.5388 2.0442 0.050
H -0.2757 -4.3505 -0.5888 0.078
H 0.8027 -3.5430 0.6132 0.023
H 0.8008 -2.9933 -1.0854 0.049
C -1.7449 -0.3893 -3.1424 -0.403
C -0.5165 -0.7065 -3.7903 -0.009
C -0.5307 -1.3472 -5.0369 -0.022
C -1.7380 -1.4880 -5.7166 0.005
C -2.9527 -1.2871 -5.0502 -0.007
C -2.9638 -0.7915 -3.7516 0.040
O -1.8585 0.2244 -1.9931 -0.168
H 0.3831 0.1493 -1.0160 -0.046
H 0.4134 -0.5664 -3.2303 0.098
H 0.3809 -1.7081 -5.5223 0.134
H -1.7379 -1.9335 -6.7298 0.147
H -3.8698 -1.5493 -5.5783 0.136
H -3.8589 -0.6988 -3.1517 0.135
C -2.4137 0.0192 4.7786 -0.074
C -1.9849 1.2196 3.8941 -0.190
C -1.5878 0.9860 2.5062 -0.141
N -1.4064 0.9675 1.3409 0.130
H -3.2952 -0.4946 4.3673 0.089
H -2.7176 0.3970 5.7643 0.098
H -1.6209 -0.7190 4.9546 0.070
H -2.8585 1.8899 3.8805 0.143
H -1.1740 1.7598 4.4066 0.130
```

The frontier orbital gap (alpha / beta) comes out at 0.1407 / 0.0888 Ha. The highest occupied orbital energy (alpha / beta) is -0.5913 / -0.5733 Eh. Its energy above the lowest of the compared OMol25 structures with the same formula, charge and spin is 505.6 kJ/mol. As for the multiplicity: 1. As for the net charge: +3.

=====

F_max values (in eV Å⁻¹) by entry order: 0.84, 2.69, 3.35.